No. 1
{
  "formula": "C41H89IN4O11S",
  "method": "wB97M-V/def2-TZVPD",
  "molar_mass_g_mol": 973.151,
  "charge": 0,
  "e_homo_ev": -8.1,
  "e_tot_ha": -3357.45879,
  "e_above_lowest_ev": 13.893,
  "smiles": "CCOCCCCCc1c(C[C@@H](C)I)c(ON=O)c2nsnc2c1CN.CC(C)O.CC(C)O.CC(C)O.CC(C)O.CC(C)O.CC(C)O.CC(C)O.CC(C)O",
  "orbital_gap_ev": 6.579,
  "elements": ["C", "C", "O", "C", "C", "C", "C", "C", "C", "C", "C", "C", "C", "I", "C", "O", "N", "O", "C", "N", "S", "N", "C", "C", "C", "N", "H", "H", "H", "H", "H", "H", "H", "H", "H", "H", "H", "H", "H", "H", "H", "H", "H", "H", "H", "H", "H", "H", "H", "H", "H", "C", "C", "C", "O", "H", "H", "H", "H", "H", "H", "H", "H", "C", "C", "C", "O", "H", "H", "H", "H", "H", "H", "H", "H", "C", "C", "C", "O", "H", "H", "H", "H", "H", "H", "H", "H", "C", "C", "C", "O", "H", "H", "H", "H", "H", "H", "H", "H", "C", "C", "C", "O", "H", "H", "H", "H", "H", "H", "H", "H", "C", "C", "C", "O", "H", "H", "H", "H", "H", "H", "H", "H", "C", "C", "C", "O", "H", "H", "H", "H", "H", "H", "H", "H", "C", "C", "C", "O", "H", "H", "H", "H", "H", "H", "H", "H"],
  "positions_angstrom": [[-2.719401, -4.816307, -0.431748], [-2.155394, -3.256290, -0.314044], [-3.051842, -2.267202, -0.939846], [-2.334515, -1.016531, -1.263241], [-1.675111, -0.278358, 0.082503], [-2.252591, 1.274806, 0.262306], [-1.685528, 2.318976, -0.865993], [-0.141202, 2.818762, -0.644288], [0.358649, 2.878809, 0.914868], [-0.434276, 3.696461, 2.137756], [-1.796647, 4.513841, 1.729461], [-1.964424, 5.983062, 2.440861], [-0.637955, 6.943808, 2.370101], [-3.527949, 7.045358, 1.254151], [0.117738, 3.681283, 3.716506], [-0.564803, 4.349091, 4.836166], [0.298140, 4.914732, 5.698732], [-0.104961, 6.008183, 6.068650], [1.489199, 2.836123, 4.017728], [2.273543, 2.563358, 5.281676], [3.740567, 1.605035, 4.959308], [3.636240, 1.326015, 3.211251], [2.331246, 2.057313, 2.846757], [1.767237, 2.067263, 1.272461], [2.690023, 1.258702, 0.183625], [2.479283, -0.245597, 0.348239], [-1.845385, -5.515229, -0.018965], [-3.007814, -5.100041, -1.551153], [-3.673341, -4.891784, 0.280272], [-2.138686, -3.007718, 0.851143], [-1.089879, -3.148946, -0.797865], [-3.001634, -0.285728, -1.895787], [-1.426176, -1.325330, -1.970085], [-1.910718, -0.846682, 1.079149], [-0.532740, -0.161008, -0.154675], [-3.426468, 1.180397, 0.067048], [-2.140729, 1.626906, 1.372582], [-2.451452, 3.222521, -0.925366], [-1.769603, 1.772862, -1.921737], [-0.088746, 3.937260, -1.054809], [0.539980, 2.182367, -1.351705], [-1.810354, 4.716441, 0.553096], [-2.719848, 3.781629, 1.919933], [-2.415215, 5.839993, 3.518725], [-0.313505, 7.150404, 1.250293], [0.223221, 6.502991, 3.028945], [-0.957139, 8.000653, 2.808080], [3.823247, 1.450678, 0.505767], [2.605849, 1.636190, -0.920481], [1.487232, -0.416613, 0.622628], [3.030528, -0.474266, 1.229732], [4.512402, -4.420450, 1.434540], [5.406766, -3.315744, 1.974392], [5.862823, -3.615565, 3.393341], [4.694463, -2.081293, 1.958222], [3.607989, -4.525495, 2.044211], [4.181836, -4.185303, 0.417274], [5.036950, -5.380906, 1.419303], [6.280319, -3.198521, 1.323884], [5.006277, -3.692079, 4.072507], [6.495579, -2.806254, 3.773333], [6.427883, -4.551875, 3.436880], [3.916931, -2.176044, 2.533145], [-6.427123, 1.408793, 2.784477], [-6.656781, 2.032352, 1.416950], [-8.136859, 2.256288, 1.151404], [-6.120913, 1.175961, 0.411491], [-6.915080, 0.430280, 2.855914], [-5.358529, 1.242020, 2.956795], [-6.814454, 2.051331, 3.581334], [-6.122736, 2.986674, 1.353209], [-8.685480, 1.307803, 1.164933], [-8.287858, 2.694086, 0.158786], [-8.575493, 2.924248, 1.899265], [-6.589123, 0.325999, 0.460648], [7.805295, -3.153988, -2.270450], [7.967096, -4.008721, -1.023474], [9.289984, -4.757839, -1.032818], [6.894816, -4.944865, -0.950289], [7.813960, -3.773669, -3.174118], [6.843514, -2.630379, -2.255926], [8.606733, -2.412627, -2.347532], [7.909519, -3.374242, -0.132341], [9.351318, -5.434419, -1.892626], [9.387272, -5.378300, -0.135421], [10.135970, -4.064603, -1.072772], [6.937904, -5.512517, -1.737681], [-5.909239, -2.819685, 4.046738], [-7.109734, -3.017079, 3.134845], [-7.511398, -4.481258, 3.056466], [-6.793116, -2.543678, 1.828265], [-5.038266, -3.369222, 3.672424], [-5.623789, -1.763018, 4.083793], [-6.126197, -3.159919, 5.064102], [-7.953261, -2.423064, 3.503089], [-6.697218, -5.089752, 2.647028], [-8.368846, -4.609826, 2.387128], [-7.776420, -4.871349, 4.044119], [-6.044981, -3.065364, 1.493291], [-7.681164, -8.235891, 4.064008], [-6.699714, -7.867790, 5.165352], [-6.683999, -8.915660, 6.266723], [-7.063194, -6.605854, 5.719342], [-8.702544, -8.301935, 4.455309], [-7.690883, -7.466793, 3.284398], [-7.419571, -9.195176, 3.606624], [-5.694582, -7.762783, 4.742646], [-7.670048, -9.005828, 6.736157], [-5.982378, -8.631451, 7.058375], [-6.392494, -9.895343, 5.875430], [-7.954520, -6.689539, 6.096973], [12.158903, 0.627215, -0.775483], [11.112317, 0.186212, -1.786360], [10.312093, 1.369133, -2.307549], [10.228190, -0.748684, -1.173339], [11.689059, 1.101475, 0.093436], [12.718737, -0.235839, -0.399821], [12.864335, 1.335454, -1.221154], [11.601045, -0.324984, -2.622913], [9.776739, 1.869733, -1.492941], [9.554545, 1.035290, -3.024785], [10.962113, 2.099637, -2.799184], [9.789786, -0.303517, -0.429229], [-0.485906, 5.389588, -5.153811], [-1.546269, 5.021784, -4.128117], [-2.911424, 5.560743, -4.524568], [-1.179182, 5.553949, -2.857860], [-0.385766, 6.477267, -5.241119], [0.493563, 5.005814, -4.849251], [-0.731358, 4.981152, -6.139100], [-1.596286, 3.932360, -4.024906], [-2.897309, 6.654529, -4.589573], [-3.662157, 5.299031, -3.771134], [-3.229650, 5.157449, -5.490979], [-1.132202, 6.520968, -2.939957], [1.642304, 4.317762, -10.347316], [0.581941, 3.949957, -9.321622], [-0.783214, 4.488917, -9.718072], [0.949028, 4.482123, -8.051365], [1.742444, 5.405440, -10.434622], [2.621773, 3.933987, -10.042755], [1.396852, 3.909325, -11.332604], [0.531925, 2.860533, -9.218410], [-0.769098, 5.582702, -9.783077], [-1.533946, 4.227204, -8.964638], [-1.101439, 4.085622, -10.684483], [0.996008, 5.449141, -8.133461]],
  "forces_ev_per_angstrom": [[0.06, 0.95, 0.17], [-0.15, -0.37, 0.68], [1.41, 0.33, 0.07], [1.48, -0.24, 0.06], [-0.25, 1.47, -0.74], [-1.29, -0.94, -0.67], [-0.80, -0.43, 0.11], [-0.58, 1.37, 0.02], [3.55, -1.76, 2.90], [2.01, -0.69, 2.18], [0.25, -0.30, -0.65], [0.58, -0.80, 0.34], [-0.79, 0.53, 0.29], [0.58, -0.57, 0.66], [1.55, -2.24, -3.69], [-0.49, -1.32, -3.70], [0.62, 4.02, 1.81], [0.75, -3.61, -0.96], [3.27, -2.21, 0.22], [-0.63, -0.14, -4.24], [-4.16, 1.83, -3.27], [-5.56, 3.75, 1.89], [0.11, -0.13, -0.94], [-2.36, 2.25, 1.21], [0.72, 0.62, 1.24], [0.18, 1.23, 1.50], [-2.06, 1.47, -0.96], [0.68, 0.63, 2.55], [2.10, -0.04, -1.70], [0.39, -0.59, -2.44], [-1.91, -0.31, 1.03], [0.90, -1.64, 1.56], [-1.78, 0.68, 1.37], [0.66, 0.91, -2.12], [-2.02, -0.53, 0.88], [2.41, 0.32, 0.52], [0.11, -0.53, -2.19], [1.81, -1.76, 0.17], [0.31, 1.18, 2.22], [-0.06, -2.36, 0.79], [-1.00, 1.15, 1.92], [0.39, -0.62, 2.59], [1.90, 1.82, -0.19], [1.12, 0.58, -2.21], [-0.60, -0.77, 2.37], [-1.57, 0.81, -1.44], [0.76, -2.30, -0.82], [-2.53, -0.27, -0.72], [-0.28, -0.80, 2.22], [0.96, 0.27, -0.42], [-0.82, 0.14, -1.61], [-0.01, -0.15, -0.36], [-0.48, -0.36, 0.37], [0.33, 0.09, 0.15], [-0.10, 0.36, 0.04], [0.12, 0.02, 0.13], [0.18, -0.05, 0.13], [-0.08, 0.12, -0.04], [-0.25, 0.16, 0.05], [-0.01, -0.10, -0.13], [-0.03, -0.12, -0.10], [-0.08, 0.09, 0.03], [0.38, -0.07, -0.19], [0.22, 0.05, 0.26], [-0.39, -0.54, 0.15], [-0.17, 0.28, -0.17], [0.14, -0.04, -0.20], [-0.07, 0.11, -0.07], [-0.11, 0.09, -0.03], [0.04, -0.08, -0.05], [0.05, -0.18, -0.16], [0.11, 0.03, 0.14], [0.07, 0.00, 0.17], [0.00, -0.08, -0.08], [0.21, 0.27, 0.05], [-0.09, 0.39, -0.03], [0.25, -0.24, -0.72], [0.25, -0.04, 0.31], [-0.26, -0.21, 0.14], [0.11, -0.06, 0.10], [0.13, -0.04, 0.07], [-0.09, -0.08, 0.01], [-0.13, -0.19, -0.08], [-0.05, 0.16, -0.04], [-0.02, 0.14, -0.08], [-0.08, -0.08, -0.02], [0.02, 0.30, 0.34], [0.04, 0.28, 0.26], [0.52, -0.52, -0.06], [-0.45, -0.07, 0.06], [0.00, 0.23, -0.29], [-0.14, -0.10, 0.02], [-0.10, -0.11, 0.01], [0.08, -0.01, -0.11], [0.10, 0.04, -0.23], [0.06, 0.08, 0.15], [0.07, 0.09, 0.09], [0.14, -0.02, -0.17], [-0.31, 0.24, 0.14], [0.05, 0.05, -0.37], [-0.61, -0.28, 0.18], [0.31, -0.11, 0.20], [-0.03, 0.26, 0.13], [0.11, -0.10, 0.08], [0.07, -0.13, 0.09], [-0.08, 0.09, 0.04], [-0.14, 0.21, 0.13], [0.01, -0.02, -0.17], [-0.04, -0.04, -0.17], [-0.06, 0.08, 0.08], [0.39, -0.03, -0.16], [0.34, -0.14, 0.04], [-0.16, 0.50, 0.44], [-0.13, 0.05, -0.34], [-0.15, -0.25, 0.09], [-0.04, 0.07, -0.15], [-0.05, 0.11, -0.13], [-0.07, -0.05, 0.09], [-0.19, -0.12, 0.17], [0.17, -0.02, 0.01], [0.17, 0.02, 0.06], [-0.10, -0.04, 0.06], [0.20, -0.16, -0.33], [0.19, -0.26, -0.11], [0.01, 0.67, -0.34], [-0.34, -0.18, 0.08], [0.08, 0.04, 0.39], [-0.17, -0.02, 0.01], [-0.17, -0.04, -0.09], [0.12, 0.06, 0.12], [0.06, 0.16, 0.20], [0.12, -0.08, -0.09], [0.11, -0.04, -0.12], [0.01, 0.08, 0.09], [-0.04, -0.43, 0.01], [0.28, -0.22, -0.12], [0.01, 0.63, -0.27], [-0.32, -0.16, 0.04], [0.06, 0.02, 0.22], [-0.16, -0.06, -0.02], [-0.17, -0.02, -0.05], [0.05, 0.08, 0.08], [0.07, 0.18, 0.20], [0.11, -0.08, -0.09], [0.11, -0.05, -0.12], [0.00, 0.08, 0.10], [-0.02, -0.42, -0.01]]
}

=====

No. 2
{
  "formula": "CH4N2P2",
  "method": "wB97M-V/def2-TZVPD",
  "molar_mass_g_mol": 106.005,
  "charge": 0,
  "e_homo_ev": -8.6,
  "e_tot_ha": -832.66789,
  "e_above_lowest_ev": 0.462,
  "orbital_gap_ev": 8.569,
  "elements": ["C", "N", "N", "P", "P", "H", "H", "H", "H"],
  "positions_angstrom": [[1.528310, -1.028836, 0.059401], [-1.254613, 1.858666, -0.530916], [-0.889866, -0.509054, 0.282435], [-0.218433, 1.062613, 0.300344], [0.290084, -1.616700, 0.953771], [2.636975, -1.228040, 0.154510], [1.354276, -0.631336, -0.970731], [-1.560104, 2.809809, -0.536832], [-1.886629, -0.717121, 0.288018]],
  "forces_ev_per_angstrom": [[2.49, -0.45, -2.02], [-0.23, -0.81, 0.41], [1.19, -0.86, 0.88], [-1.76, 1.07, -0.63], [-1.01, 0.18, -0.08], [-1.49, -0.04, 0.47], [-0.10, 0.09, 1.12], [0.61, 0.47, -0.08], [0.31, 0.34, -0.08]]
}

=====

No. 3
{
  "formula": "C4H7NO2",
  "method": "wB97M-V/def2-TZVPD",
  "molar_mass_g_mol": 101.105,
  "charge": 0,
  "e_homo_ev": -10.7,
  "e_tot_ha": -361.72594,
  "e_above_lowest_ev": 4.216,
  "smiles": "CC(C)N1OC1=O",
  "orbital_gap_ev": 11.045,
  "elements": ["C", "C", "C", "C", "N", "O", "O", "H", "H", "H", "H", "H", "H", "H"],
  "positions_angstrom": [[2.821269, 0.442646, 0.889181], [-0.124766, 1.026864, -0.858844], [0.054821, -0.966724, 0.977433], [0.759542, -0.021262, -0.121044], [1.582579, 0.722506, 0.725578], [3.614396, -0.345156, 1.247066], [2.837039, 1.640976, 0.249578], [-0.019505, 0.817809, -1.981349], [-1.235018, 0.799804, -0.716631], [0.071410, 2.084072, -0.579532], [0.871751, -1.230290, 1.657452], [-0.476144, -1.783680, 0.465364], [-0.828223, -0.429018, 1.518887], [1.150472, -0.800009, -0.838064]],
  "forces_ev_per_angstrom": [[3.88, 0.57, -0.13], [-1.76, -1.51, -1.64], [-1.71, 1.97, -0.31], [-2.71, -0.97, -0.88], [-1.70, 1.53, 1.01], [0.52, -0.78, 0.50], [-0.84, -1.20, -0.06], [0.15, 0.87, 1.48], [1.38, 0.40, 0.20], [0.06, -0.91, -0.28], [-0.65, -0.58, 0.03], [0.80, -0.08, 0.18], [1.96, -0.56, -0.67], [0.62, 1.25, 0.56]]
}